1.
57
Properties=species:S:1:pos:R:3:lowdin_charge:R:1 method="wB97M-V/def2-TZVPD" e_tot_ev=-47441.950 de_lowest_kcal_mol=18.2 total_charge=+1 e_lumo_ev="-3.774 / -3.773"
Pd -0.08240 -1.49478 -0.16508 0.099
N 2.87983 -1.95197 -2.38514 0.181
C 3.33390 -1.99599 -1.12073 -0.451
N 4.64854 -2.01156 -0.93348 0.182
C 5.03229 -2.02738 0.34183 -0.432
N 6.34302 -2.09148 0.60182 0.182
N 4.20036 -1.96710 1.40490 0.179
C 2.92320 -1.94607 1.08761 -0.299
N 2.41306 -1.99705 -0.13530 0.119
C 1.94786 -1.82274 2.20919 -0.194
C 2.35792 -1.98660 3.52285 0.012
C 1.42547 -1.86606 4.53799 -0.025
C 0.11063 -1.58074 4.20872 -0.032
C -0.21676 -1.42350 2.87506 -0.123
N 0.68040 -1.54225 1.88988 -0.012
H 3.53953 -2.08580 -3.13142 0.114
H 1.89852 -2.07834 -2.55864 0.065
H 6.99617 -2.14032 -0.15905 0.114
H 6.66242 -2.10434 1.55284 0.113
H 3.39607 -2.20870 3.71886 0.116
H 1.72027 -1.99570 5.57050 0.121
H -0.65524 -1.48020 4.96440 0.117
H -1.23198 -1.20001 2.57308 0.104
Te -1.39180 -1.89563 -2.15937 0.938
C -3.30207 -1.16758 -1.61993 -0.656
C -4.22545 -0.96605 -2.64302 -0.178
C -5.49334 -0.48235 -2.35336 -0.073
C -5.84480 -0.18025 -1.04479 -0.075
C -4.92573 -0.38112 -0.02446 -0.083
C -3.66257 -0.88293 -0.30865 -0.179
H -3.96233 -1.17295 -3.67364 0.097
H -6.20335 -0.33354 -3.15638 0.110
H -6.83134 0.20225 -0.82030 0.108
H -5.19560 -0.16214 1.00100 0.107
H -2.95692 -1.06187 0.49458 0.060
C -2.20486 1.84082 -2.66829 -0.174
C -0.77722 2.05884 -2.18976 -0.409
Sb -0.13825 0.95049 -0.48628 1.408
C -1.29399 1.81004 1.08370 -0.397
C -1.38458 3.33298 1.01335 -0.163
C 1.86644 1.62108 -0.21172 -0.396
C 2.14124 3.00125 -0.80727 -0.171
H -2.40920 2.50040 -3.51294 0.084
H -2.94115 2.05741 -1.89163 0.076
H -2.36465 0.81883 -3.00219 0.008
H -0.62564 3.09662 -1.88369 0.050
H -0.05499 1.84546 -2.97901 0.062
H -0.84131 1.47885 2.02013 0.046
H -2.28018 1.34736 1.01991 0.039
H -0.40864 3.80498 1.13316 0.064
H -2.02681 3.71005 1.81017 0.079
H -1.81135 3.67198 0.06890 0.063
H 2.50574 0.86065 -0.66139 0.035
H 2.04979 1.59954 0.86446 0.059
H 1.98761 3.01281 -1.88612 0.067
H 3.17728 3.28827 -0.62353 0.079
H 1.50694 3.77418 -0.37233 0.061

=====

2.
50
Properties=species:S:1:pos:R:3:lowdin_spin:R:1 method="wB97M-V/def2-TZVPD" e_tot_ev=-24728.276 de_lowest_kcal_mol=0.0 spin_multiplicity=2 total_charge=0 e_lumo_ev="0.706 / 0.370"
C 1.23359 -0.35326 4.35739 0.000
C 0.30871 0.16777 3.79790 0.000
C -0.78504 0.66424 2.95683 0.000
C -0.43356 0.64891 1.43085 0.001
C 0.74403 1.64054 1.26369 0.001
C 1.14015 2.00568 -0.17181 0.002
C 2.10493 1.07069 -0.88296 0.001
C 2.02145 0.98351 -2.27435 0.001
C 2.88383 0.14704 -2.96606 0.000
C 3.83395 -0.61015 -2.29981 0.000
C 3.94399 -0.50926 -0.92046 0.000
C 3.07677 0.33117 -0.22736 0.000
C -1.67655 1.22141 0.71282 -0.001
C -2.26341 0.44283 -0.48717 0.029
C -3.57545 -0.23385 -0.07270 0.019
C -2.62108 1.47515 -1.57891 0.003
N -1.30298 -0.50286 -1.10489 0.373
O -1.78163 -1.05986 -2.15461 0.512
C -0.57441 -1.45040 -0.23196 0.028
C -1.42564 -2.68730 0.11256 0.019
C 0.62435 -1.98806 -1.07480 0.005
C -0.04709 -0.81516 1.07475 -0.001
H 2.06416 -0.81580 4.83359 0.000
H -0.99082 1.69939 3.24361 0.000
H -1.67901 0.05585 3.10277 0.000
H 1.61316 1.30144 1.82462 0.000
H 0.40798 2.56084 1.75354 0.000
H 0.26905 2.18172 -0.80119 0.001
H 1.66678 2.96583 -0.11109 0.000
H 1.28252 1.56058 -2.81580 0.000
H 2.80629 0.06254 -4.04376 0.000
H 4.49267 -1.28067 -2.83681 0.000
H 4.67746 -1.08177 -0.36869 0.000
H 3.19556 0.39256 0.84801 0.000
H -2.48474 1.32943 1.43851 0.000
H -1.45247 2.23382 0.37831 0.000
H -4.31241 0.55035 0.11305 0.002
H -3.49379 -0.81062 0.84934 0.000
H -3.97027 -0.86221 -0.87049 0.003
H -3.09615 2.34485 -1.12863 0.000
H -1.70552 1.77362 -2.09396 0.000
H -3.27836 1.03119 -2.32392 0.000
H -0.73895 -3.40677 0.56347 0.001
H -1.82011 -3.14252 -0.79315 0.003
H -2.20640 -2.47265 0.84040 0.000
H 0.80204 -1.35684 -1.94071 -0.001
H 1.51872 -2.10889 -0.47054 0.000
H 0.37373 -2.97420 -1.47104 0.000
H 1.03607 -0.87435 1.13088 0.000
H -0.40607 -1.44547 1.89077 0.000

=====

3.
61
Properties=species:S:1:pos:R:3:lowdin_charge:R:1 method="wB97M-V/def2-TZVPD" e_tot_ev=-121229.061 de_lowest_kcal_mol=4.8 total_charge=+2 e_lumo_ev="-7.029 / -7.070"
W -0.36264 -0.09303 0.10266 1.652
Cl 0.28129 -1.29407 4.47137 0.659
C 0.72718 0.32508 3.88604 -0.439
C 0.44173 0.33785 2.42150 -0.691
O -0.77083 0.49184 1.98327 -0.173
O 1.29869 0.11852 1.53820 -0.032
H 1.78634 0.48206 4.06563 0.103
H 0.11295 1.05528 4.40570 0.101
C -1.71158 2.18826 -2.42377 -0.023
N -1.23920 3.20437 -1.49359 -0.122
C -2.12649 4.35674 -1.32409 -0.016
C -0.16878 3.01608 -0.72233 -0.368
N 0.25652 1.77420 -0.38009 -0.014
N 0.51030 4.07644 -0.26266 -0.123
C 1.40944 3.98030 0.88479 -0.013
C 0.62493 5.32023 -1.03121 -0.012
H -2.06620 2.69294 -3.32190 0.109
H -2.53884 1.62256 -1.99303 0.068
H -0.90556 1.51675 -2.69881 0.074
H -3.14979 3.98698 -1.25729 0.101
H -2.05893 5.04268 -2.16797 0.104
H -1.88956 4.88306 -0.40455 0.098
H 1.23320 1.81371 -0.10010 0.080
H 1.02383 3.26962 1.61173 0.087
H 1.46011 4.95887 1.35712 0.107
H 2.42087 3.69287 0.58586 0.110
H 0.22857 5.18257 -2.03191 0.096
H 1.68234 5.56987 -1.11362 0.108
H 0.10741 6.14241 -0.53798 0.105
Br -0.83549 -2.66980 1.30674 0.982
C -1.04505 -3.56014 -0.37862 -0.520
C -1.61727 -4.81511 -0.38232 -0.096
C -1.85697 -5.43149 -1.60704 -0.031
C -1.56119 -4.78761 -2.79940 -0.031
C -0.99395 -3.52233 -2.78289 0.017
C -0.70603 -2.91265 -1.56749 -0.182
C -0.07107 -1.58856 -1.50916 -0.588
O -0.48379 -0.52899 -2.06486 -0.049
O 0.90450 -1.37257 -0.63098 -0.138
H -1.87695 -5.30927 0.54390 0.118
H -2.28824 -6.42345 -1.62051 0.125
H -1.76312 -5.27544 -3.74261 0.124
H -0.74275 -3.01492 -3.70516 0.137
N -2.37395 -0.23286 -0.09642 0.030
C -3.42320 -0.63621 -0.42049 -0.162
N -4.56757 -1.07994 -0.77015 -0.039
C -5.06281 -2.39749 -0.28031 -0.098
C -6.18894 -2.16710 0.71312 -0.162
C -7.28963 -1.30819 0.09274 -0.181
C -6.73194 0.02251 -0.41097 -0.165
C -5.59635 -0.20272 -1.39540 -0.099
H -4.21805 -2.94247 0.13836 0.119
H -5.41700 -2.93119 -1.16452 0.139
H -5.78636 -1.67642 1.60413 0.125
H -6.57868 -3.13580 1.02771 0.127
H -8.07703 -1.12749 0.82297 0.123
H -7.75008 -1.84952 -0.73936 0.125
H -6.36449 0.61626 0.43130 0.124
H -7.50822 0.60848 -0.90404 0.126
H -5.11031 0.71795 -1.71286 0.123
H -5.93954 -0.73370 -2.28512 0.139

=====

4.
55
Properties=species:S:1:pos:R:3:lowdin_charge:R:1 method="wB97M-V/def2-TZVPD" e_tot_ev=-85257.747 de_lowest_kcal_mol=113.0 total_charge=+3 e_lumo_ev=-12.864
Y 0.01247 -2.50010 -0.84679 2.119
O -0.42843 -0.44595 1.74602 -0.173
C -0.86368 -1.66832 1.84147 -0.529
N -0.13755 -2.67584 2.18963 0.100
C 1.11520 -2.55120 2.88062 -0.128
C 2.37310 -2.65547 2.05946 -0.248
C 3.58639 -2.63304 2.74978 0.032
C 4.76715 -2.68082 2.03592 0.021
C 4.72824 -2.77969 0.64948 -0.006
C 3.49960 -2.82353 0.03083 -0.135
N 2.35005 -2.74667 0.73225 0.001
C -2.27734 -2.04399 1.53348 -0.254
C -3.26124 -1.96355 2.50173 0.048
C -4.50580 -2.52135 2.22959 0.032
C -4.72834 -3.13508 1.00586 0.015
C -3.70207 -3.14219 0.07487 -0.089
N -2.50887 -2.60643 0.34033 0.012
H 1.13807 -3.39384 3.57844 0.152
H 1.16001 -1.63117 3.47298 0.151
H 3.58225 -2.56375 3.82903 0.145
H 5.71474 -2.64845 2.55771 0.142
H 5.62895 -2.85364 0.05749 0.134
H 3.42200 -2.95249 -1.04280 0.107
H -3.04245 -1.51535 3.46172 0.147
H -5.28685 -2.49436 2.97851 0.143
H -5.67199 -3.60069 0.76017 0.138
H -3.84002 -3.58190 -0.90403 0.127
C 2.31159 2.71671 -3.27755 -0.090
C 2.84455 2.38588 -1.89264 -0.248
C 1.76662 2.23246 -0.81289 -0.279
C 1.17377 0.81122 -0.82355 -0.317
Ge -0.43939 0.94704 0.44235 1.026
C -2.26357 1.18446 -0.35952 -0.291
C -2.48621 2.64793 -0.75188 -0.283
C -2.07013 2.98908 -2.17597 -0.284
C -2.06442 4.47839 -2.47179 -0.090
H 3.13151 3.05448 -3.91035 0.089
H 1.55855 3.50339 -3.23506 0.079
H 1.88627 1.84897 -3.78893 0.068
H 3.47317 3.21743 -1.55990 0.126
H 3.49810 1.51009 -1.92805 0.112
H 0.97953 2.97086 -0.99310 0.104
H 2.19188 2.42417 0.17307 0.118
H 1.91036 0.08242 -0.46263 0.041
H 0.83829 0.53973 -1.83462 0.047
H -0.13692 2.00371 1.49123 0.044
H -2.96199 0.90407 0.43236 0.071
H -2.40334 0.50444 -1.20652 0.057
H -1.97159 3.30568 -0.04119 0.107
H -3.54693 2.88045 -0.62705 0.131
H -2.76052 2.49760 -2.87062 0.119
H -1.08089 2.55993 -2.39747 0.086
H -3.03044 4.93041 -2.24202 0.089
H -1.83963 4.66742 -3.51901 0.084
H -1.33182 5.01040 -1.86046 0.080